171
Properties=species:S:1:pos:R:3:lowdin_charge:R:1 method="wB97M-V/def2-TZVPD" homo_energy_ev=-7.933 e_above_lowest_kj_mol=602.99 orbital_gap_ev=8.2 smiles="CCOS(C)(=O)=O.CCOS(C)(=O)=O.CCOS(C)(=O)=O.CCOS(C)(=O)=O.CCOS(C)(=O)=O.CCOS(C)(=O)=O.CCOS(C)(=O)=O.CCN(CC)CC.CCN(CC)CC.CCN(CC)CC"
C -24.302 1.326 25.926 -0.087
C -23.220 2.136 25.169 -0.253
N -21.929 2.110 25.826 -0.210
C -21.971 2.510 27.180 -0.296
C -20.683 2.460 28.020 -0.097
C -20.922 2.663 24.908 -0.223
C -20.681 1.962 23.518 -0.086
H -25.044 1.323 25.128 0.061
H -24.783 1.808 26.777 0.069
H -24.042 0.272 26.024 0.078
H -23.025 1.622 24.227 0.099
H -23.523 3.178 25.072 0.119
H -22.379 3.500 27.383 0.114
H -22.571 1.863 27.820 0.104
H -20.813 2.504 29.102 0.067
H -20.057 1.585 27.845 0.076
H -20.216 3.430 27.850 0.064
H -19.957 2.501 25.388 0.102
H -21.093 3.729 24.760 0.110
H -19.812 2.269 22.936 0.067
H -21.545 2.072 22.863 0.051
H -20.552 0.888 23.652 0.071
C -15.161 -5.765 19.887 -0.095
C -14.122 -6.784 20.381 -0.254
N -13.744 -7.725 19.344 -0.220
C -12.593 -8.595 19.743 -0.240
C -12.661 -9.317 21.116 -0.085
C -13.602 -7.250 17.968 -0.231
C -12.539 -6.092 17.879 -0.079
H -15.788 -5.304 20.650 0.067
H -15.911 -6.190 19.220 0.073
H -14.844 -4.880 19.335 0.065
H -13.183 -6.368 20.745 0.108
H -14.595 -7.301 21.216 0.108
H -12.435 -9.435 19.067 0.106
H -11.785 -7.869 19.649 0.097
H -12.292 -8.730 21.957 0.066
H -13.694 -9.631 21.259 0.073
H -12.032 -10.172 20.867 0.064
H -14.558 -6.806 17.690 0.085
H -13.541 -8.052 17.232 0.112
H -12.576 -5.432 17.013 0.064
H -11.551 -6.551 17.868 0.058
H -12.666 -5.367 18.683 0.057
C -10.207 14.013 15.154 -0.096
C -10.386 13.728 13.695 -0.292
N -11.818 13.785 13.368 -0.191
C -12.294 15.133 13.132 -0.281
C -13.607 15.190 13.820 -0.117
C -12.013 12.812 12.221 -0.193
C -11.036 13.037 10.986 -0.092
H -9.161 14.283 15.299 0.073
H -10.487 13.183 15.803 0.078
H -10.817 14.872 15.433 0.064
H -9.855 14.506 13.146 0.117
H -10.028 12.707 13.556 0.111
H -11.783 15.841 13.785 0.107
H -12.283 15.449 12.089 0.118
H -14.258 14.377 13.498 0.069
H -13.555 15.199 14.908 0.078
H -14.241 16.031 13.541 0.069
H -13.022 12.870 11.814 0.098
H -11.852 11.830 12.665 0.106
H -10.081 12.645 11.335 0.048
H -10.918 14.010 10.508 0.066
H -11.171 12.303 10.193 0.059
O -4.391 -2.096 24.699 -0.300
S -5.057 -1.674 25.903 0.698
O -5.370 -0.246 26.171 -0.310
O -6.443 -2.515 26.314 -0.291
C -6.406 -3.928 26.093 -0.300
C -7.582 -4.477 26.896 -0.055
C -3.934 -2.441 27.238 -0.090
H -5.432 -4.417 26.124 0.113
H -6.731 -3.977 25.053 0.115
H -7.233 -4.584 27.923 0.077
H -7.814 -5.472 26.517 0.081
H -8.382 -3.751 26.753 0.088
H -4.503 -2.536 28.163 0.064
H -3.153 -1.700 27.405 0.059
H -3.561 -3.360 26.786 0.052
O -14.532 3.150 13.970 -0.304
S -14.085 4.350 13.277 0.721
O -14.691 4.905 12.032 -0.334
O -14.057 5.587 14.460 -0.292
C -15.188 6.539 14.480 -0.260
C -15.128 7.594 15.632 -0.056
C -12.232 4.223 12.995 -0.098
H -16.130 6.035 14.697 0.105
H -15.377 6.861 13.456 0.100
H -15.090 6.986 16.536 0.078
H -15.949 8.304 15.532 0.080
H -14.188 8.134 15.520 0.069
H -12.116 3.555 12.141 0.060
H -11.840 3.810 13.925 0.064
H -11.795 5.135 12.588 0.066
O -17.402 -4.676 27.147 -0.323
S -17.510 -5.352 28.456 0.711
O -17.141 -4.618 29.693 -0.322
O -19.056 -5.952 28.633 -0.282
C -20.103 -4.973 28.571 -0.280
C -21.302 -5.756 28.075 -0.081
C -16.558 -6.955 28.436 -0.099
H -19.959 -4.283 27.739 0.114
H -20.384 -4.438 29.478 0.127
H -21.842 -6.409 28.761 0.077
H -20.929 -6.389 27.269 0.083
H -21.976 -4.989 27.695 0.081
H -15.482 -6.830 28.560 0.074
H -16.803 -7.575 27.573 0.063
H -17.161 -7.554 29.119 0.056
O -13.340 12.068 24.519 -0.302
S -12.148 11.945 25.321 0.723
O -10.741 11.810 24.821 -0.337
O -12.221 13.100 26.518 -0.275
C -11.062 13.370 27.286 -0.285
C -11.430 13.947 28.696 -0.046
C -12.443 10.259 26.272 -0.061
H -10.421 14.054 26.731 0.113
H -10.419 12.491 27.335 0.107
H -12.428 14.385 28.694 0.073
H -10.720 14.692 29.055 0.074
H -11.510 13.113 29.393 0.068
H -11.661 9.637 25.838 0.048
H -13.454 9.879 26.127 0.057
H -12.162 10.489 27.300 0.044
O -14.608 1.232 33.959 -0.273
S -13.362 1.779 33.555 0.670
O -12.939 3.173 33.972 -0.334
O -12.076 0.777 33.743 -0.295
C -12.132 -0.644 33.700 -0.252
C -11.377 -1.113 32.450 -0.058
C -13.263 1.954 31.743 -0.117
H -13.188 -0.912 33.737 0.113
H -11.664 -0.866 34.659 0.125
H -10.497 -0.480 32.338 0.082
H -11.859 -0.892 31.498 0.066
H -11.191 -2.187 32.477 0.079
H -13.454 0.945 31.378 0.053
H -12.252 2.300 31.526 0.071
H -13.995 2.651 31.335 0.072
O -11.245 3.089 23.698 -0.313
S -11.535 2.985 22.254 0.701
O -12.497 3.848 21.628 -0.289
O -10.049 3.079 21.387 -0.265
C -9.306 4.234 21.592 -0.305
C -9.696 5.363 20.530 -0.054
C -11.938 1.222 21.879 -0.094
H -8.223 4.118 21.638 0.115
H -9.456 4.660 22.584 0.102
H -9.184 6.266 20.863 0.070
H -10.758 5.599 20.605 0.055
H -9.533 5.012 19.511 0.070
H -11.064 0.661 22.211 0.070
H -12.025 1.203 20.793 0.064
H -12.929 1.062 22.303 0.072
O -5.479 9.100 28.700 -0.303
S -4.247 9.852 28.457 0.691
O -4.011 11.283 28.375 -0.296
O -3.060 9.100 29.380 -0.274
C -2.229 10.012 30.128 -0.273
C -0.971 10.141 29.266 -0.064
C -3.704 9.222 26.808 -0.111
H -2.092 9.580 31.119 0.119
H -2.749 10.912 30.457 0.106
H -0.563 9.131 29.289 0.079
H -0.191 10.787 29.671 0.075
H -1.051 10.425 28.217 0.070
H -3.380 8.182 26.790 0.070
H -2.771 9.761 26.640 0.044
H -4.468 9.535 26.097 0.068